{
  "formula": "C29H50O17S",
  "method": "ωB97M-V/def2-TZVPD",
  "elements": ["O", "H", "H", "H", "O", "H", "H", "O", "H", "H", "H", "O", "C", "C", "H", "O", "H", "H", "H", "C", "O", "H", "H", "H", "C", "H", "C", "O", "C", "O", "C", "H", "C", "H", "H", "C", "H", "H", "C", "C", "C", "H", "H", "H", "C", "C", "H", "H", "H", "O", "C", "H", "H", "C", "C", "C", "O", "H", "H", "C", "H", "C", "H", "H", "C", "H", "H", "H", "H", "C", "H", "H", "S", "H", "H", "H", "C", "C", "O", "O", "H", "O", "C", "H", "H", "C", "H", "C", "H", "O", "C", "O", "C", "H", "O", "O", "H"],
  "xyz": [[-1.73491, 0.78091, -5.71597], [-4.42540, -4.93347, -6.28197], [4.15437, -2.20367, 4.63305], [0.32108, 7.72792, 1.16565], [-6.48349, 4.62617, -0.64987], [0.05635, -0.80798, 1.43672], [-2.39401, -3.65355, -7.73217], [2.21165, 5.46125, 0.98233], [-5.15321, 2.28007, 1.88521], [5.15781, -1.96697, -3.34381], [3.66860, -3.34288, -1.47269], [0.63840, 3.99040, 1.16017], [-0.04528, 1.56771, -4.36278], [1.92106, 4.20533, 0.69312], [3.09846, -3.36977, 3.99252], [-2.72274, -7.12208, -3.49678], [-4.15050, -3.60818, -4.99360], [3.99694, -5.34389, 2.45467], [-6.66024, 2.56287, -0.37564], [1.48678, -0.08982, 8.48415], [-4.78709, 4.58673, 0.69683], [-3.80424, 3.58391, -0.60275], [1.63981, -1.49816, 1.05266], [3.02116, 0.40522, 7.14478], [0.62679, -1.34651, 0.67998], [0.66322, -0.60681, -0.11978], [-2.07488, -4.55265, -7.20502], [2.65540, 3.36042, 0.14699], [-1.25581, -2.48045, -0.53874], [6.05966, -3.36896, 3.22600], [-4.66627, 3.34916, 0.02167], [1.03657, 2.32704, -6.94729], [-0.37124, 1.15468, -5.79948], [1.08501, 7.87274, 2.80407], [4.03170, -4.47098, -2.76791], [4.03604, -3.28336, 4.54169], [0.94449, 1.24646, -4.03836], [1.83679, -1.12124, 8.52632], [-0.03898, -2.63376, 0.35725], [4.18811, -1.46999, -3.37224], [-3.85973, -4.56560, -5.42594], [-1.63892, -1.46306, -0.45968], [-0.99464, -4.50484, -7.34248], [-0.43340, 1.86260, -7.78541], [-2.86244, -6.24811, -4.36959], [-2.39280, -4.56006, -5.72465], [0.03179, 0.17213, -6.04500], [0.91292, 1.20453, 5.57038], [-1.85179, -3.72194, -5.28536], [-3.99161, -5.52844, -4.44463], [1.14607, 7.42688, 1.81130], [-0.22757, 2.22572, 6.04312], [-3.38002, 2.57830, 1.47848], [4.73465, -5.37444, 3.25650], [5.05090, -3.93633, 3.64115], [0.49891, 1.56270, 6.51293], [1.98650, -2.36940, -3.90931], [2.07225, 7.87831, 1.45565], [4.13495, -0.79799, -4.22879], [-5.73640, 5.32669, 0.10343], [-4.35992, 1.38408, 0.63552], [-5.99036, 3.32939, -0.76530], [1.09242, 2.58833, 8.14824], [-1.97840, -3.24789, -0.26127], [3.31187, -3.72607, -2.42872], [3.90397, -3.77382, 5.50611], [-0.14426, 2.65250, -4.32362], [-0.96077, -2.62423, -1.57815], [1.81406, 5.60293, 2.98817], [0.12416, 5.06299, 1.83510], [-0.77337, 5.45020, 1.35282], [3.16047, 1.27285, 8.66310], [-0.05873, -0.00043, 7.43086], [2.29523, -4.11911, -2.43707], [-0.43601, 3.19920, -6.62286], [-2.41511, -5.49459, -7.63526], [3.10163, -2.52107, -3.34138], [-2.09531, 0.58964, -4.45514], [-0.02757, -1.06856, 6.39012], [-1.21086, 0.39617, 8.24440], [-5.92484, 3.12237, -1.83344], [-1.91512, -5.80039, -5.26614], [-0.03996, 2.20466, -6.82818], [1.18824, 0.20031, 9.49153], [4.27670, -5.87820, 4.10774], [1.39080, 5.93023, 2.03853], [4.02622, -0.82888, -2.50572], [-4.38505, 2.36203, 1.11624], [-0.20856, 4.67824, 2.79913], [-5.90065, 6.52423, 0.32653], [2.45051, 0.93232, 7.90938], [-0.99742, 0.89424, -3.62443], [1.65969, 2.08331, 7.36642], [2.25124, 2.80303, 6.80057], [-3.25953, 0.30881, -4.10497], [0.39547, -3.68693, 0.86186], [5.67152, -5.78339, 2.87818]],
  "atomic_forces_ev_per_a": [[-1.4, 0.6, -0.2], [-0.3, 0.7, -0.2], [0.5, -0.1, 0.3], [0.0, -0.4, 0.1], [-2.2, -1.0, -1.8], [-0.1, -0.2, 0.3], [-0.7, -0.2, 0.0], [1.6, 0.2, -0.3], [0.1, 0.5, 0.0], [0.1, 0.3, 0.2], [-0.3, -0.2, 0.2], [1.3, -2.9, -2.0], [0.9, 0.0, -1.4], [0.9, -2.8, -1.0], [-0.4, -0.3, 0.1], [0.0, 2.5, -3.4], [-0.5, 0.0, -0.5], [-0.1, -0.1, -0.1], [-0.4, 0.3, 0.3], [-1.1, 0.0, 0.4], [-0.3, 1.6, 0.5], [0.1, -1.1, -0.5], [-0.1, -0.1, 0.1], [0.1, 0.4, -0.3], [0.8, 1.0, 0.3], [0.0, -0.3, -0.4], [0.7, 0.4, -0.2], [-2.9, 3.1, 1.7], [0.3, -0.7, 0.4], [-1.5, -0.7, 0.6], [0.1, 1.0, 0.2], [0.1, -0.3, 0.2], [1.3, -0.7, 0.2], [-0.7, 0.2, 0.0], [0.0, 0.2, -0.3], [-0.5, 0.6, -0.7], [0.0, 0.1, -0.1], [0.0, 0.1, -0.3], [0.9, -1.6, 0.9], [-0.3, -0.2, -0.4], [-0.2, 0.8, -0.5], [-0.2, -0.2, 0.1], [0.2, -0.3, 0.2], [0.0, 0.2, -0.1], [0.9, -2.6, 3.5], [1.0, 0.9, -2.3], [1.1, 0.3, -0.1], [0.3, -0.8, 0.1], [0.0, -0.2, 0.6], [0.2, -1.2, 1.1], [1.3, 0.0, 1.4], [-0.6, 0.2, 1.4], [-0.3, -0.1, 0.4], [0.3, 1.0, 0.0], [1.4, 0.4, -0.2], [1.2, -1.7, -1.1], [3.2, -0.2, 1.3], [0.0, -0.1, -0.4], [-0.2, -0.3, -0.1], [1.0, 4.9, 3.0], [0.3, -0.3, 0.1], [0.5, -2.0, -0.6], [0.7, 0.4, 0.6], [-0.2, 0.2, -0.2], [-0.7, 0.8, -0.8], [0.2, 0.0, -0.1], [-0.1, 0.1, 0.5], [0.1, -0.1, -0.1], [0.4, 0.6, 0.0], [-0.1, 0.6, 1.7], [0.4, 0.5, -0.4], [0.0, -0.1, 0.1], [0.5, 1.2, -2.2], [0.3, -0.5, 0.7], [-0.3, -0.1, 0.2], [-0.3, 0.3, -0.3], [-2.5, 0.4, -1.2], [-2.8, 0.4, 1.7], [-0.5, 1.5, 2.5], [1.0, -1.3, -0.7], [0.5, -0.1, 0.1], [-1.1, -1.1, 2.0], [-0.4, -0.3, -0.6], [-0.3, 0.0, -0.1], [0.3, -0.3, -0.1], [-2.1, 0.8, -1.2], [0.3, -0.1, 0.3], [0.2, -1.3, -1.3], [-0.2, 0.2, 0.2], [0.4, -2.4, -0.5], [0.4, -0.9, -0.1], [-2.9, -1.1, 0.5], [-1.8, 1.0, -0.4], [0.1, 0.0, 0.2], [4.5, 0.6, -0.7], [-1.4, 2.1, -1.5], [-0.3, -0.4, 0.2]],
  "homo_lumo_gap_ev": 9.48,
  "homo_ev": -9.54,
  "smiles": "C[C@H]1COC(=O)O1.C[C@H]1COC(=O)O1.C[C@H]1COC(=O)O1.C[C@H]1COC(=O)O1.O=S1(=O)CCCC1.CC(C)=O.CC(C)=O.CC(C)=O",
  "charge": 0,
  "energy_ha": -2812.1952,
  "lumo_energy_ha": -0.002
}